Entry 1:
The molecule C17H20ClN3O3S at a distorted geometry. Source: OMol25; level of theory: ωB97M-V/def2-TZVPD.

Structure (XYZ):
```
45
Properties=species:S:1:pos:R:3
O -0.50 2.36 -2.30
S 0.79 2.04 -1.75
O 1.95 2.74 -2.22
N 1.11 0.41 -1.94
C -0.01 -0.44 -2.31
C -0.70 -1.01 -1.05
C 0.36 -1.40 -0.05
C 0.37 -0.89 1.24
C 1.38 -1.27 2.12
C 2.33 -2.16 1.67
N 2.32 -2.68 0.45
C 1.36 -2.32 -0.38
N -1.51 -2.17 -1.40
C -2.58 -1.86 -2.33
C -3.32 -3.15 -2.70
O -3.86 -3.78 -1.57
C -2.84 -4.06 -0.64
C -2.10 -2.79 -0.22
C 0.71 2.19 0.03
C -0.48 2.51 0.65
C -0.53 2.61 2.03
C 0.63 2.39 2.76
Cl 0.58 2.50 4.48
C 1.83 2.08 2.13
C 1.87 1.98 0.76
H 1.94 0.29 -2.50
H -0.72 0.15 -2.89
H 0.35 -1.27 -2.91
H -1.32 -0.20 -0.60
H -0.40 -0.20 1.56
H 1.41 -0.88 3.13
H 3.14 -2.49 2.31
H 1.38 -2.78 -1.35
H -2.17 -1.43 -3.24
H -3.30 -1.14 -1.89
H -4.16 -2.93 -3.36
H -2.62 -3.83 -3.20
H -3.33 -4.52 0.22
H -2.12 -4.77 -1.08
H -1.31 -3.06 0.48
H -2.80 -2.11 0.29
H -1.35 2.68 0.04
H -1.45 2.86 2.53
H 2.72 1.92 2.72
H 2.78 1.75 0.23
```

Properties
Total charge: 0
Highest occupied orbital energy (eV): -9.19
2S+1: 1
LUMO level (eV): 0.24
Energy relative to the best compared isomer or geometry (same formula, charge and spin) (eV): 2.216
Orbital gap (eV): 9.426

Entry 2:
The molecule C17H20ClNO3. Source: OMol25; level of theory: ωB97M-V/def2-TZVPD.

Structure (XYZ):
```
42
Properties=species:S:1:pos:R:3
C -0.02 -2.88 1.20
C -1.16 -2.10 0.63
C -1.68 -2.20 -0.59
C -1.29 -3.18 -1.65
C -2.81 -1.26 -0.94
C -2.49 0.20 -0.56
C -1.55 0.87 -1.57
O -1.76 1.97 -2.04
N -0.45 0.14 -1.85
C 0.73 0.71 -2.46
C 1.75 0.97 -1.37
C 1.97 2.24 -0.87
C 2.83 2.44 0.20
C 3.46 1.36 0.80
C 3.23 0.09 0.30
Cl 4.00 -1.28 1.05
C 2.38 -0.12 -0.77
C -1.83 0.31 0.83
C -2.60 1.26 1.72
O -3.79 1.36 1.77
O -1.78 1.96 2.51
C -1.76 -1.06 1.54
H 0.34 -3.64 0.52
H -0.34 -3.37 2.13
H 0.80 -2.21 1.45
H -0.39 -3.73 -1.40
H -2.10 -3.90 -1.80
H -1.13 -2.67 -2.60
H -3.70 -1.55 -0.38
H -3.04 -1.32 -2.00
H -3.42 0.77 -0.56
H -0.32 -0.72 -1.34
H 0.43 1.64 -2.94
H 1.13 0.02 -3.21
H 1.46 3.08 -1.32
H 3.00 3.43 0.58
H 4.12 1.50 1.63
H 2.22 -1.12 -1.14
H -0.80 0.70 0.74
H -2.29 2.55 3.09
H -1.18 -0.96 2.46
H -2.78 -1.35 1.81
```

Properties
Total charge: 0
Highest occupied orbital energy (eV): -9.12
2S+1: 1
LUMO level (eV): 0.62
Energy relative to the best compared isomer or geometry (same formula, charge and spin) (eV): 0.722
Orbital gap (eV): 9.740

Entry 3:
A structure of composition C17H20CoFN4S at a distorted geometry. Source: OMol25; level of theory: ωB97M-V/def2-TZVPD.

Structure (XYZ):
```
44
Properties=species:S:1:pos:R:3
Co 0.76 -1.13 -1.11
C 4.39 -0.01 3.32
C 4.66 -1.10 2.30
N 4.25 -0.67 0.98
C 2.97 -0.86 0.53
S 2.94 -1.13 -1.18
N 1.91 -0.86 1.30
N 0.75 -1.13 0.61
C -0.36 -0.65 1.04
C -0.57 0.05 2.35
C -1.49 -0.86 0.10
C -2.83 -0.79 0.47
C -3.78 -1.02 -0.52
C -3.38 -1.29 -1.83
C -2.02 -1.34 -2.10
N -1.07 -1.13 -1.17
H 4.75 -0.33 4.31
H 3.33 0.21 3.41
H 4.91 0.92 3.05
H 4.15 -2.03 2.58
H 5.73 -1.31 2.28
H 4.85 -0.95 0.21
H 0.33 0.59 2.65
H -0.81 -0.69 3.11
H -1.38 0.78 2.28
H -3.12 -0.60 1.49
H -4.84 -0.98 -0.27
H -4.10 -1.46 -2.61
H -1.64 -1.55 -3.09
F -4.42 2.69 -2.45
C -3.18 2.25 -2.12
C -2.61 2.62 -0.90
C -1.33 2.17 -0.56
C -0.61 1.35 -1.45
C 0.76 0.86 -1.11
C -1.19 0.99 -2.68
C -2.47 1.44 -3.01
H -3.16 3.25 -0.21
H -0.90 2.46 0.39
H 1.09 1.22 -0.11
H 1.49 1.22 -1.86
H -0.64 0.36 -3.37
H -2.91 1.16 -3.96
H 0.76 -2.72 -1.11
```

Properties
Total charge: 0
Highest occupied orbital energy (alpha / beta) (eV): -5.28 / -8.19
2S+1: 5
LUMO level (alpha / beta) (eV): 0.04 / -2.40
Orbital gap (alpha / beta) (eV): 5.324 / 5.791

Entry 4:
A cluster of 3 separate species, C17H20F3N3O5S2 in total at a distorted geometry. Source: OMol25; level of theory: ωB97M-V/def2-TZVPD.

Structure (XYZ):
```
50
Properties=species:S:1:pos:R:3
C -2.99 2.31 0.80
O -2.03 1.59 -0.01
C -0.79 1.35 0.69
C -0.90 0.32 1.91
C -1.71 -1.03 1.88
C -2.47 -1.49 0.56
F -3.79 -0.96 0.59
F -1.76 -1.15 -0.64
F -2.63 -2.93 0.48
C -1.72 -1.89 3.24
N -2.49 -3.16 3.36
C -0.93 -1.45 4.52
S -0.89 -2.47 6.09
C -0.09 -0.09 4.59
N 0.63 0.44 5.71
S 1.32 1.90 5.09
N 0.72 1.90 3.47
C -0.11 0.74 3.24
H -4.02 2.18 0.27
H -2.77 3.45 0.77
H -3.12 1.91 1.86
H -0.05 0.89 -0.07
H -0.29 2.32 1.07
H -3.37 -3.06 2.81
H -2.85 -3.26 4.34
H -1.69 -1.79 7.00
O 1.73 0.12 -5.57
C 0.94 -0.66 -5.11
C -0.51 -0.38 -4.82
C -0.89 -1.54 -3.92
C 0.04 -2.63 -4.40
O 1.23 -1.96 -4.82
H -1.07 -0.39 -5.75
H -0.63 0.57 -4.31
H -1.94 -1.82 -3.98
H -0.66 -1.29 -2.88
H -0.37 -3.19 -5.25
H 0.29 -3.34 -3.60
O 1.44 0.26 -1.41
C 2.33 1.00 -1.09
C 3.80 0.76 -1.34
C 4.45 1.76 -0.41
C 3.41 2.86 -0.33
O 2.15 2.19 -0.47
H 4.02 0.99 -2.39
H 4.08 -0.26 -1.10
H 5.42 2.11 -0.75
H 4.58 1.30 0.58
H 3.52 3.58 -1.13
H 3.45 3.38 0.63
```

Properties
Total charge: 0
Highest occupied orbital energy (eV): -8.47
2S+1: 1
LUMO level (eV): -1.69
Orbital gap (eV): 6.778

Entry 5:
A cluster of 2 separate species, C17H20F8NO in total at a distorted geometry. Source: OMol25; level of theory: ωB97M-V/def2-TZVPD.

Structure (XYZ):
```
47
Properties=species:S:1:pos:R:3
C -1.42 -0.51 0.97
C 0.19 -0.70 0.79
C 0.82 -1.84 -0.11
C 2.36 -2.04 -0.23
C 3.37 -1.10 0.50
C 2.78 0.02 1.38
C 1.22 0.22 1.53
C 0.78 1.42 2.53
C 1.47 1.09 3.94
C 0.94 1.79 5.28
N 1.26 0.91 6.25
C 1.92 -0.37 5.79
C 1.20 -0.47 4.32
H -1.95 -0.27 -0.01
H -1.69 0.20 1.83
H -1.80 -1.55 1.31
H 0.16 -2.57 -0.68
H 2.81 -2.89 -0.87
H 4.50 -1.21 0.46
H 3.49 0.72 1.96
H -0.35 1.57 2.57
H 1.28 2.37 2.11
H 2.61 1.16 3.92
H 0.45 2.80 5.47
H 1.11 1.00 7.26
H 1.58 -1.35 6.27
H 3.03 -0.31 5.50
H 1.80 -1.27 3.77
H 0.08 -0.73 4.32
C -2.50 -0.08 -3.03
C -1.88 -1.31 -3.71
C -0.40 -1.18 -4.04
F -0.13 -0.18 -4.89
F 0.05 -2.31 -4.64
F -2.61 -1.63 -4.81
F -2.04 -2.36 -2.85
O -3.21 0.84 -3.87
C -2.45 1.82 -4.54
C -2.50 1.67 -6.07
F -2.05 0.45 -6.46
F -1.71 2.59 -6.67
F -1.19 1.83 -4.05
F -2.99 3.01 -4.20
H -3.27 -0.47 -2.35
H -1.79 0.43 -2.38
H 0.19 -1.03 -3.13
H -3.52 1.78 -6.44
```

Properties
Total charge: +1
Highest occupied orbital energy (eV): -11.58
2S+1: 1
LUMO level (eV): -5.01
Orbital gap (eV): 6.570

E
In order: -51923.3140; -38110.0016; -75087.4859; -62478.1394; -43218.0733
Unit: eV